1:
C4H8OSi | ωB97M-V/def2-TZVPD

```
14
Properties=species:S:1:pos:R:3
C 0.220 2.232 -0.817
C 0.987 1.626 0.098
Si 1.083 -0.235 0.094
O 1.849 -0.920 1.347
C -0.711 -0.810 -0.263
C -0.974 -2.058 -0.576
H 0.081 3.232 -0.754
H -0.283 1.708 -1.670
H 1.494 2.234 0.841
H 1.961 -0.634 -1.194
H 1.785 -1.853 1.652
H -1.474 -0.048 -0.381
H -1.762 -2.232 -1.232
H -0.245 -2.785 -0.331
```

Net charge: 0
SMILES: C=C[SiH](O)C=C



2:
C4H8OSi | ωB97M-V/def2-TZVPD

```
14
Properties=species:S:1:pos:R:3
C 0.240 1.439 -0.910
C 1.034 0.623 -0.532
Si 2.149 -0.443 0.475
O 3.725 0.111 0.359
H -0.490 1.999 -1.510
H 2.029 -0.651 1.804
H 2.072 -1.624 -0.445
H 4.094 0.682 -0.323
C -2.618 0.279 -0.568
C -1.634 -0.323 0.176
H -3.147 1.067 -0.095
H -2.893 0.099 -1.663
H -1.066 -1.304 -0.042
H -1.493 0.007 1.226
```

Net charge: 0
SMILES: C#C[SiH2]O.C=C



What is the most stable structure shown above? It is 1.